Entry 1:
Here is a cluster of 3 separate species, C23H61B2N7O5P2 in total in a non-equilibrium geometry from OMol25. Energies are from wB97M-V/def2-TZVPD.

## Properties
SMILES: CC(C)=NB(CB(O)O)OC[C@H](C)CC(C)C.CN(C)P(=O)(N(C)C)N(C)C.CN(C)P(=O)(N(C)C)N(C)C
Orbital gap (eV): 7.87
ΔE to the lowest compared entry with this formula, charge and spin (kcal/mol): 72.5

Last columns: bonded neighbours and bond lengths (Å).
Atoms and positions in Å:
1 C 6.7383 -0.3188 6.2742  C2 1.532, H18 1.096, H19 1.091, H20 1.089
2 C 6.2975 -1.5976 5.5541  C1 1.532, C3 1.522, N4 1.271
3 C 7.1448 -2.8479 5.7384  C2 1.522, H21 1.090, H22 1.095, H23 1.094
4 N 5.2533 -1.5243 4.8336  C2 1.271, B5 1.458
5 B 5.1993 -2.2328 3.5601  N4 1.458, C6 1.590, O10 1.403
6 C 6.3174 -2.1577 2.4318  B5 1.590, B7 1.580, H24 1.099, H25 1.096
7 B 6.9616 -0.7298 2.2287  C6 1.580, O8 1.412, O9 1.372
8 O 8.3481 -0.5696 2.4445  B7 1.412, H26 0.968
9 O 6.2605 0.3965 1.8790  B7 1.372, H27 0.970
10 O 4.0649 -3.0124 3.2867  B5 1.403, C11 1.432
11 C 2.8478 -2.2582 3.2947  O10 1.432, C12 1.541, H28 1.097, H29 1.097
12 C 1.8912 -2.8342 4.3573  C11 1.541, C13 1.547, C14 1.546, H30 1.093
13 C 1.7564 -4.3457 4.0557  C12 1.547, H31 1.093, H32 1.092, H33 1.095
14 C 0.4807 -2.2272 4.1782  C12 1.546, C15 1.565, H34 1.095, H35 1.098
15 C 0.3260 -0.8395 4.8859  C14 1.565, C16 1.546, C17 1.538, H36 1.094
16 C 0.2803 0.2332 3.7739  C15 1.546, H37 1.092, H38 1.094, H39 1.096
17 C -1.0052 -0.7848 5.6542  C15 1.538, H40 1.096, H41 1.095, H42 1.094
18 H 7.1960 0.2994 5.4941  C1 1.096
19 H 5.8193 0.1877 6.5736  C1 1.091
20 H 7.4192 -0.5014 7.1046  C1 1.089
21 H 6.5682 -3.6964 6.1055  C3 1.090
22 H 7.9207 -2.6187 6.4763  C3 1.095
23 H 7.6852 -3.1137 4.8248  C3 1.094
24 H 5.8432 -2.4394 1.4812  C6 1.099
25 H 7.0773 -2.9286 2.6062  C6 1.096
26 H 8.5307 -1.0723 3.2518  O8 0.968
27 H 6.7771 1.1398 2.2268  O9 0.970
28 H 3.0560 -1.2045 3.5190  C11 1.097
29 H 2.3237 -2.3357 2.3346  C11 1.097
30 H 2.2358 -2.6442 5.3771  C12 1.093
31 H 1.4196 -4.4710 3.0231  C13 1.093
32 H 2.6897 -4.8841 4.2299  C13 1.092
33 H 1.0212 -4.7685 4.7491  C13 1.095
34 H -0.2930 -2.9163 4.5326  C14 1.095
35 H 0.2770 -2.0717 3.1109  C14 1.098
36 H 1.1805 -0.6924 5.5535  C15 1.094
37 H 0.0706 1.2360 4.1520  C16 1.092
38 H 1.1863 0.1983 3.1618  C16 1.094
39 H -0.5564 -0.0476 3.1240  C16 1.096
40 H -1.7858 -1.3051 5.0885  C17 1.096
41 H -0.9413 -1.2787 6.6300  C17 1.095
42 H -1.3320 0.2479 5.8096  C17 1.094
43 C -3.5096 3.8422 -1.1933  N44 1.451, H54 1.099, H55 1.093, H56 1.085
44 N -2.7587 3.1158 -0.1858  C43 1.451, C45 1.459, P46 1.735
45 C -1.4056 2.8852 -0.6809  N44 1.459, H57 1.100, H58 1.090, H59 1.093
46 P -3.3812 1.8811 0.8622  N44 1.735, O47 1.524, N48 1.737, N51 1.763
47 O -2.3139 2.0406 1.9386  P46 1.524
48 N -4.6930 2.5254 1.8005  P46 1.737, C49 1.450, C50 1.460
49 C -5.2059 3.8631 1.5787  N48 1.450, H60 1.097, H61 1.092, H62 1.092
50 C -4.6270 2.2522 3.2333  N48 1.460, H63 1.096, H64 1.089, H65 1.094
51 N -4.4921 1.3007 -0.3776  P46 1.763, C52 1.476, C53 1.490
52 C -5.7738 0.7115 0.0581  N51 1.476, H66 1.092, H67 1.093, H68 1.086
53 C -3.8437 0.2574 -1.2215  N51 1.490, H69 1.093, H70 1.092, H71 1.089
54 H -3.7453 3.2352 -2.0785  C43 1.099
55 H -2.9209 4.6984 -1.5330  C43 1.093
56 H -4.4356 4.2585 -0.8118  C43 1.085
57 H -1.3967 2.2414 -1.5728  C45 1.100
58 H -0.7810 2.4099 0.0751  C45 1.090
59 H -0.9216 3.8302 -0.9400  C45 1.093
60 H -4.4213 4.6274 1.6448  C49 1.097
61 H -5.9768 4.1006 2.3148  C49 1.092
62 H -5.7105 3.9372 0.6129  C49 1.092
63 H -3.9548 2.9415 3.7571  C50 1.096
64 H -4.2835 1.2357 3.4218  C50 1.089
65 H -5.6235 2.3401 3.6750  C50 1.094
66 H -5.6408 -0.0585 0.8214  C52 1.092
67 H -6.2776 0.2600 -0.7998  C52 1.093
68 H -6.4523 1.4689 0.4386  C52 1.086
69 H -3.6343 -0.6499 -0.6489  C53 1.093
70 H -2.8995 0.6138 -1.6386  C53 1.092
71 H -4.4798 0.0000 -2.0674  C53 1.089
72 C -0.4771 2.2568 -6.1034  N73 1.451, H83 1.099, H84 1.093, H85 1.085
73 N -0.7073 1.0580 -5.3191  C72 1.451, C74 1.462, P75 1.727
74 C 0.2700 0.9918 -4.2333  N73 1.462, H86 1.099, H87 1.090, H88 1.093
75 P -1.1949 -0.4912 -5.9051  N73 1.727, O76 1.523, N77 1.740, N80 1.766
76 O -1.8361 -0.9982 -4.6198  P75 1.523
77 N -2.7048 -0.3770 -6.7627  P75 1.740, C78 1.450, C79 1.460
78 C -3.3369 0.9022 -7.0211  N77 1.450, H89 1.098, H90 1.092, H91 1.093
79 C -3.7169 -1.3607 -6.3885  N77 1.460, H92 1.096, H93 1.089, H94 1.094
80 N -0.3578 -0.3190 -7.4503  P75 1.766, C81 1.476, C82 1.487
81 C -0.9134 -1.0057 -8.6331  N80 1.476, H95 1.092, H96 1.093, H97 1.085
82 C 1.0437 -0.7997 -7.3234  N80 1.487, H98 1.093, H99 1.092, H100 1.090
83 H 0.4461 2.2147 -6.6973  C72 1.099
84 H -0.3936 3.1149 -5.4318  C72 1.093
85 H -1.3001 2.4881 -6.7718  C72 1.085
86 H 1.2971 0.9035 -4.6150  C74 1.099
87 H 0.0843 0.1389 -3.5810  C74 1.090
88 H 0.2239 1.8839 -3.6044  C74 1.093
89 H -3.4979 1.4815 -6.1028  C78 1.098
90 H -4.3040 0.7570 -7.5069  C78 1.092
91 H -2.7540 1.4940 -7.7311  C78 1.093
92 H -4.2528 -1.0791 -5.4746  C79 1.096
93 H -3.2695 -2.3408 -6.2301  C79 1.089
94 H -4.4464 -1.4688 -7.1960  C79 1.094
95 H -1.1180 -2.0617 -8.4442  C81 1.092
96 H -0.2031 -0.9367 -9.4609  C81 1.093
97 H -1.8238 -0.5288 -8.9805  C81 1.085
98 H 1.0883 -1.8768 -7.1413  C82 1.093
99 H 1.5546 -0.2991 -6.4978  C82 1.092
100 H 1.6090 -0.5755 -8.2277  C82 1.090

Here are the Löwdin charges for atoms 1 to 4, given in e: atom 1 (C): -0.0207, atom 2 (C): -0.3743, atom 3 (C): -0.0081, atom 4 (N): 0.2536

Entry 2:
Here is a cluster of 2 separate species, C5H10O2 in total from OMol25. Energies are from wB97M-V/def2-TZVPD.

## Properties
Orbital gap (eV): 9.24
ΔE to the lowest compared entry with this formula, charge and spin (kcal/mol): 116.9

Last columns: bonded neighbours and bond lengths (Å).
Atoms and positions in Å:
1 C -2.4972 -0.6843 -0.4536  C2 1.522, H8 1.094, H9 1.096, H10 1.097
2 C -1.5963 0.5238 -0.6679  C1 1.522, C3 1.495, H11 1.097, H12 1.097
3 C -0.4475 0.5231 0.2895  C2 1.495, O4 1.428, C5 1.455, H13 1.092
4 O 0.6297 -0.3444 -0.0644  C3 1.428, C5 1.436
5 C 0.8469 1.0753 -0.0808  C3 1.455, O4 1.436, H15 1.085, H16 1.086
6 C 3.4489 0.0280 0.0782  O7 1.303, H17 1.113
7 O 2.9985 -1.0295 0.6928  C6 1.303, H14 0.990
8 H -3.3478 -0.6707 -1.1408  C1 1.094
9 H -1.9346 -1.6114 -0.6135  C1 1.096
10 H -2.8855 -0.6978 0.5722  C1 1.097
11 H -1.1836 0.5280 -1.6844  C2 1.097
12 H -2.1457 1.4632 -0.5309  C2 1.097
13 H -0.6897 0.4777 1.3534  C3 1.092
14 H 2.0226 -1.0568 0.5297  O7 0.990
15 H 1.4986 1.4810 0.6866  C5 1.085
16 H 1.0317 1.4656 -1.0778  C5 1.086
17 H 4.5315 0.0366 0.3367  C6 1.113

Here are the Löwdin charges for atoms 1 to 4, given in e: atom 1 (C): -0.0995, atom 2 (C): -0.2133, atom 3 (C): -0.3046, atom 4 (O): -0.1044

Entry 3:
Here is an isolated molecule of C5H13N3 from OMol25. Energies are from wB97M-V/def2-TZVPD.

## Properties
SMILES: C=CC[C@@H](N)N(C)N
Orbital gap (eV): 9.02
ΔE to the lowest compared entry with this formula, charge and spin (kcal/mol): 60.1

Last columns: bonded neighbours and bond lengths (Å).
Atoms and positions in Å:
1 C 2.1252 -0.3730 1.4213  C2 1.338, H9 1.087, H10 1.086
2 C 1.0163 -1.0135 1.0323  C1 1.338, C3 1.509, H11 1.088
3 C -0.3787 -0.4934 1.2766  C2 1.509, C4 1.561, H12 1.099, H13 1.099
4 C -1.1666 0.1387 0.0865  C3 1.561, N5 1.467, N6 1.465, H14 1.098
5 N -1.7161 1.4364 0.4950  C4 1.467, H15 1.023, H16 1.017
6 N -0.5202 0.4228 -1.1976  C4 1.465, C7 1.459, N8 1.455
7 C -0.1283 -0.7546 -1.9656  N6 1.459, H17 1.096, H18 1.096, H19 1.095
8 N 0.5591 1.3944 -1.1065  N6 1.455, H20 1.028, H21 1.023
9 H 2.0757 0.5898 1.9237  C1 1.087
10 H 3.1097 -0.7896 1.2310  C1 1.086
11 H 1.1063 -1.9757 0.5333  C2 1.088
12 H -0.3416 0.2146 2.1165  C3 1.099
13 H -0.9714 -1.3380 1.6563  C3 1.099
14 H -2.0272 -0.5112 -0.1226  C4 1.098
15 H -1.7237 1.9738 -0.3757  N5 1.023
16 H -2.6981 1.3104 0.7293  N5 1.017
17 H 0.9333 -0.7591 -2.2397  C7 1.096
18 H -0.3346 -1.6933 -1.4396  C7 1.096
19 H -0.7057 -0.7791 -2.8957  C7 1.095
20 H 0.3543 2.0520 -0.3438  N8 1.028
21 H 1.4323 0.9477 -0.8151  N8 1.023

Here are the Löwdin charges for atoms 1 to 4, given in e: atom 1 (C): -0.0115, atom 2 (C): -0.2023, atom 3 (C): -0.1512, atom 4 (C): -0.4074